1.
{
  "formula": "C22H34N4OPtSSi",
  "method": "ωB97M-V/def2-TZVPD",
  "orbital_gap_ev": 7.640,
  "de_lowest_kj_mol": 0.0,
  "max_force_ev_per_a": 2.1,
  "symbols": ["Pt", "C", "C", "C", "C", "C", "C", "C", "C", "C", "C", "N", "C", "C", "C", "C", "C", "N", "H", "H", "H", "H", "H", "H", "H", "H", "H", "H", "H", "H", "H", "H", "H", "H", "H", "S", "C", "N", "C", "C", "C", "N", "H", "H", "H", "H", "H", "H", "H", "H", "C", "Si", "C", "C", "O", "H", "H", "H", "H", "H", "H", "H", "H", "H"],
  "positions_angstrom": [[-0.341, 1.016, 0.887], [3.396, 0.501, -1.962], [4.081, 0.856, -0.633], [3.889, -0.264, 0.375], [4.849, -1.271, 0.419], [4.684, -2.384, 1.223], [3.511, -2.530, 1.941], [2.514, -1.556, 1.923], [1.249, -1.854, 2.689], [0.388, -2.863, 1.922], [2.733, -0.383, 1.178], [1.833, 0.748, 1.246], [2.324, 1.841, 1.720], [1.527, 2.993, 1.782], [1.770, 4.337, 2.061], [0.537, 4.989, 1.912], [-0.399, 4.008, 1.556], [0.212, 2.815, 1.481], [3.567, 1.283, -2.709], [2.316, 0.398, -1.812], [3.779, -0.444, -2.355], [3.667, 1.796, -0.286], [5.148, 1.012, -0.796], [5.746, -1.168, -0.186], [5.463, -3.136, 1.285], [3.356, -3.418, 2.548], [0.679, -0.957, 2.866], [1.512, -2.275, 3.662], [0.023, -2.425, 0.992], [-0.485, -3.147, 2.514], [0.962, -3.764, 1.686], [3.340, 1.857, 2.101], [2.731, 4.778, 2.303], [0.328, 6.042, 2.053], [-1.456, 4.122, 1.359], [-1.869, 2.317, -0.593], [-1.938, 1.433, -2.078], [-1.630, 0.160, -2.190], [-1.770, -0.621, -3.423], [-2.736, 0.041, -4.382], [-2.398, 1.512, -4.505], [-2.344, 2.104, -3.170], [-1.498, -0.346, -1.281], [-2.136, -1.611, -3.145], [-0.794, -0.751, -3.894], [-3.756, -0.060, -4.005], [-2.679, -0.436, -5.359], [-3.166, 2.028, -5.075], [-1.445, 1.640, -5.021], [-2.496, 3.087, -3.054], [-2.762, -3.190, 0.744], [-2.843, -1.327, 0.904], [-3.328, -0.897, 2.646], [-4.235, -0.793, -0.231], [-1.445, -0.647, 0.417], [-3.778, -3.615, 0.826], [-2.144, -3.651, 1.526], [-2.345, -3.486, -0.233], [-4.278, -1.379, 2.916], [-3.461, 0.192, 2.750], [-2.565, -1.214, 3.370], [-5.204, -1.167, 0.136], [-4.092, -1.182, -1.251], [-4.296, 0.304, -0.289]],
  "mulliken_charge": [0.303, -1.029, -0.839, 0.699, -0.627, -0.915, -0.651, 0.453, -0.957, -0.465, -0.218, 0.047, 0.156, -0.242, -0.926, -0.704, -0.221, -0.010, 0.394, 0.137, 0.317, 0.207, 0.508, 0.399, 0.390, 0.444, 0.287, 0.450, -0.033, 0.254, 0.397, 0.505, 0.426, 0.424, 0.480, -0.577, 0.399, 0.612, -0.567, -0.581, -0.688, -0.180, -0.257, 0.313, 0.370, 0.273, 0.377, 0.415, 0.272, 0.219, -1.118, 0.325, -1.061, -0.965, -0.221, 0.383, 0.302, 0.305, 0.381, 0.283, 0.287, 0.452, 0.182, 0.224]
}



2.
{
  "formula": "C22H34N6O3",
  "method": "ωB97M-V/def2-TZVPD",
  "smiles": "CC(C)(C)NC(=O)Nc1ccc2nccnc2c1.CNC(=O)[C@H](CC(C)C)NC(C)=O",
  "orbital_gap_ev": 8.113,
  "de_lowest_kj_mol": 0.0,
  "max_force_ev_per_a": 2.2,
  "symbols": ["O", "O", "O", "N", "N", "C", "C", "C", "C", "C", "C", "C", "C", "C", "C", "C", "N", "N", "N", "N", "C", "C", "C", "C", "C", "C", "C", "C", "C", "C", "C", "H", "H", "H", "H", "H", "H", "H", "H", "H", "H", "H", "H", "H", "H", "H", "H", "H", "H", "H", "H", "H", "H", "H", "H", "H", "H", "H", "H", "H", "H", "H", "H", "H", "H"],
  "positions_angstrom": [[1.963, -0.035, -2.795], [-2.286, 1.668, 3.847], [-0.509, 2.236, -0.546], [5.023, 2.766, 2.437], [4.590, 3.318, -0.331], [1.619, -0.838, -1.947], [-3.186, 1.643, 3.022], [-1.559, 1.677, -0.273], [5.515, 3.866, 1.832], [5.302, 4.138, 0.464], [3.033, -0.102, 1.411], [2.794, 0.154, 0.055], [3.772, 0.785, 2.200], [3.331, 1.325, -0.507], [4.305, 1.945, 1.643], [4.084, 2.217, 0.261], [2.025, -0.798, -0.629], [-2.545, 1.714, -1.181], [0.821, -1.917, -2.275], [-3.010, 1.310, 1.742], [-4.593, 2.005, 3.433], [-3.884, 1.121, -1.153], [-1.549, -2.801, 2.054], [-0.330, -1.016, 3.244], [-0.518, -3.546, -3.413], [-0.676, -1.150, -4.085], [1.390, -2.499, -4.617], [-1.535, -1.300, 2.348], [0.276, -2.248, -3.590], [-1.492, -0.518, 1.019], [-1.716, 1.009, 1.111], [6.100, 4.568, 2.418], [5.727, 5.041, 0.039], [2.645, -1.003, 1.871], [3.948, 0.585, 3.252], [3.180, 1.585, -1.548], [1.681, -1.565, -0.069], [-2.283, 2.215, -2.018], [0.654, -2.585, -1.534], [-3.816, 1.348, 1.143], [-5.255, 1.162, 3.245], [-4.919, 2.877, 2.869], [-4.595, 2.240, 4.497], [-3.869, 0.141, -0.678], [-4.574, 1.782, -0.625], [-4.243, 0.999, -2.177], [-0.654, -3.088, 1.504], [-1.588, -3.354, 2.992], [-2.433, -3.052, 1.469], [-0.440, -1.552, 4.186], [0.586, -1.332, 2.754], [-0.272, 0.049, 3.466], [-1.323, -3.409, -2.684], [0.135, -4.351, -3.061], [-0.963, -3.856, -4.364], [-1.175, -1.464, -5.007], [-1.440, -0.937, -3.331], [-0.132, -0.224, -4.294], [1.952, -1.583, -4.822], [0.966, -2.850, -5.562], [2.089, -3.255, -4.246], [-2.448, -1.062, 2.891], [-0.525, -0.692, 0.548], [-2.251, -0.934, 0.358], [-0.922, 1.428, 1.732]],
  "mulliken_charge": [-0.658, -0.616, -0.688, -0.679, -0.612, 0.636, 0.847, -0.147, -0.301, -0.301, -0.465, 0.450, -0.883, -0.266, 0.499, 0.254, -0.092, -0.069, -0.140, 0.114, -1.339, -1.085, -1.669, -1.180, -1.833, -1.493, -1.739, 0.795, 1.417, 0.119, 0.060, 0.378, 0.421, 0.414, 0.426, 0.588, 0.138, 0.322, 0.271, 0.099, 0.342, 0.343, 0.342, 0.340, 0.359, 0.337, 0.250, 0.435, 0.444, 0.454, 0.113, 0.344, 0.390, 0.438, 0.440, 0.435, 0.261, 0.357, 0.357, 0.441, 0.388, 0.233, -0.514, 0.169, 0.509]
}



3.
{
  "formula": "C22H35BrHgN2Se2Si",
  "method": "ωB97M-V/def2-TZVPD",
  "total_charge": 1,
  "orbital_gap_ev": [6.677, 6.288],
  "multiplicity": 2,
  "max_force_ev_per_a": 0.8,
  "symbols": ["Hg", "Se", "Se", "C", "C", "C", "C", "C", "N", "C", "C", "C", "C", "C", "N", "H", "H", "H", "H", "H", "H", "H", "H", "C", "C", "C", "C", "Si", "Br", "C", "C", "C", "C", "C", "C", "C", "C", "H", "H", "H", "H", "H", "H", "H", "H", "H", "H", "H", "H", "H", "H", "H", "H", "H", "H", "H", "H", "H", "H", "H", "H", "H", "H", "H"],
  "positions_angstrom": [[0.094, -0.006, -3.390], [-0.981, 1.909, -4.730], [1.132, 2.818, -2.563], [2.577, 1.763, -3.225], [3.842, 2.329, -3.368], [4.888, 1.540, -3.809], [4.655, 0.207, -4.122], [3.374, -0.282, -3.982], [2.366, 0.474, -3.531], [-2.525, 1.290, -3.784], [-3.720, 1.998, -3.767], [-4.783, 1.470, -3.054], [-4.629, 0.264, -2.385], [-3.402, -0.371, -2.448], [-2.372, 0.132, -3.129], [3.985, 3.375, -3.139], [5.876, 1.966, -3.926], [5.447, -0.439, -4.474], [3.134, -1.307, -4.229], [-3.809, 2.936, -4.296], [-5.727, 1.997, -3.022], [-5.440, -0.174, -1.821], [-3.225, -1.314, -1.945], [-0.510, 2.172, 0.926], [0.476, 1.253, 1.665], [1.869, 1.530, 1.078], [0.493, 1.669, 3.151], [-0.008, -0.587, 1.551], [0.027, -0.927, -0.881], [-1.844, -1.038, 1.870], [-2.816, -0.076, 1.165], [-2.206, -2.457, 1.400], [-2.113, -0.963, 3.387], [1.316, -1.878, 2.048], [2.694, -1.573, 1.433], [1.468, -1.868, 3.583], [0.943, -3.308, 1.625], [-0.101, 3.186, 0.940], [-1.483, 2.215, 1.405], [-0.640, 1.885, -0.118], [2.021, 2.613, 1.066], [1.965, 1.172, 0.052], [2.667, 1.102, 1.677], [0.774, 2.724, 3.217], [1.218, 1.102, 3.736], [-0.483, 1.562, 3.626], [-2.578, 0.071, 0.110], [-2.859, 0.896, 1.649], [-3.820, -0.505, 1.224], [-1.963, -2.628, 0.351], [-3.285, -2.585, 1.521], [-1.729, -3.230, 1.994], [-1.935, 0.032, 3.795], [-1.508, -1.674, 3.950], [-3.162, -1.209, 3.571], [3.183, -0.731, 1.914], [2.647, -1.384, 0.360], [3.334, -2.444, 1.589], [1.790, -0.900, 3.966], [2.231, -2.600, 3.864], [0.546, -2.147, 4.095], [0.723, -3.390, 0.560], [0.100, -3.701, 2.185], [1.797, -3.956, 1.839]],
  "mulliken_spin": [-0.020, 0.284, 0.692, -0.026, -0.012, -0.003, 0.026, -0.001, 0.033, -0.006, 0.009, -0.008, 0.025, -0.007, 0.018, -0.006, -0.001, 0.001, 0.001, 0.000, -0.001, 0.001, 0.000, 0.014, -0.041, 0.039, 0.000, -0.005, 0.001, 0.000, 0.002, 0.000, 0.000, 0.000, 0.000, 0.000, 0.000, -0.002, 0.003, -0.002, -0.001, -0.003, -0.003, 0.000, 0.000, 0.000, -0.001, 0.000, 0.000, 0.000, 0.000, 0.000, 0.000, 0.000, 0.000, 0.000, 0.000, 0.000, 0.000, 0.000, 0.000, 0.000, 0.000, 0.000]
}